Entry 1:
One molecule with the formula C5H6O2, computed with ωB97M-V with the def2-TZVPD basis set.

Output
- HOMO energy: -10.0 eV
- Charge: 0
- Multiplicity: 1
- LUMO level: 0.3 eV
- Energy above the lowest of the compared OMol25 structures with the same formula, charge and spin: 370.38 kJ/mol
- SMILES string: O=CCC#CCO
- Maximum force: 0.63 eV/A
- HOMO-LUMO gap: 0.3771 hartree

Cartesian coordinates (Å):
O -3.379 -0.522 -0.560
C -2.297 0.005 -0.498
C -1.341 -0.232 0.649
C -0.279 0.768 0.838
C 0.903 0.905 0.613
C 1.993 0.008 0.150
O 2.718 0.422 -0.967
H -1.889 0.639 -1.320
H -1.878 -0.564 1.541
H -0.730 -1.073 0.276
H 2.703 -0.230 0.944
H 1.394 -0.896 -0.056
H 2.084 0.771 -1.611

These are the natural (NBO) partial charges, in e, on atoms 1 to 5:
1 O -0.500
2 C 0.449
3 C -0.576
4 C 0.013
5 C -0.040

Entry 2:
C4H5HgO2 as an isolated structure at a distorted geometry, computed with ωB97M-V with the def2-TZVPD basis set.

Output
- HOMO energy (spin up / spin down): -13.3 / -14.1 eV
- Charge: +1
- Multiplicity: 1
- LUMO level (spin up / spin down): -8.2 / -6.3 eV
- Energy above the lowest of the compared OMol25 structures with the same formula, charge and spin: 305.42 kJ/mol
- Maximum force: 13.40 eV/A
- HOMO-LUMO gap (spin up / spin down): 0.1888 / 0.2873 hartree

Cartesian coordinates (Å):
O 2.012 0.010 1.999
C 0.839 -0.339 1.712
C 0.209 0.741 0.928
C -0.613 0.333 -0.251
C -0.132 -0.322 -1.324
O -0.820 -0.698 -2.390
Hg -2.446 -0.986 -2.926
H 0.699 -1.363 1.308
H -0.372 1.354 1.637
H -1.675 0.601 -0.237
H 0.929 -0.616 -1.348
H 1.370 1.286 0.893

These are the natural (NBO) partial charges, in e, on atoms 1 to 5:
1 O -0.459
2 C 0.394
3 C -0.641
4 C -0.019
5 C 0.265

Entry 3:
A 2-piece molecular cluster, C11H20BN3O7S overall at a distorted geometry, computed with ωB97M-V with the def2-TZVPD basis set.

Output
- HOMO energy: -10.7 eV
- Charge: 0
- Multiplicity: 1
- LUMO level: -0.4 eV
- Energy above the lowest of the compared OMol25 structures with the same formula, charge and spin: 18.64 kJ/mol
- SMILES string: CCOB(O)[C@@](C#N)(CC#N)CCCCS(=O)(=O)O.C[N+](=O)[O-]
- Maximum force: 1.20 eV/A
- HOMO-LUMO gap: 0.3790 hartree

Cartesian coordinates (Å):
C 3.334 2.838 -0.307
C 3.628 1.360 -0.140
O 3.413 0.627 -1.368
B 2.153 0.127 -1.556
O 1.179 0.953 -2.091
C 1.840 -1.403 -1.143
C 1.716 -2.149 -2.400
N 1.681 -2.718 -3.399
C 3.022 -2.030 -0.342
C 4.255 -2.206 -1.110
N 5.292 -2.219 -1.600
C 0.561 -1.593 -0.288
C -0.747 -1.052 -0.893
C -1.289 0.177 -0.127
C -2.822 0.211 -0.029
S -3.613 0.842 -1.508
O -4.791 0.080 -1.793
O -3.741 2.255 -1.358
O -2.562 0.618 -2.687
H 3.254 3.295 0.681
H 4.119 3.323 -0.884
H 2.401 2.997 -0.847
H 4.679 1.213 0.112
H 3.035 0.915 0.668
H 0.898 0.634 -2.959
H 3.220 -1.441 0.552
H 2.695 -3.020 -0.012
H 0.757 -1.181 0.703
H 0.441 -2.670 -0.148
H -1.511 -1.827 -0.816
H -0.618 -0.774 -1.933
H -0.926 0.186 0.900
H -0.969 1.098 -0.618
H -3.140 0.895 0.753
H -3.235 -0.765 0.223
H -2.790 -0.192 -3.169
C -3.617 0.553 5.003
N -3.430 0.037 3.620
O -4.313 -0.638 3.138
O -2.392 0.332 3.058
H -4.578 0.211 5.367
H -2.802 0.164 5.606
H -3.573 1.637 4.952

These are the natural (NBO) partial charges, in e, on atoms 1 to 5:
1 C -0.636
2 C -0.054
3 O -0.747
4 B 1.270
5 O -0.927

| no. | M (g mol⁻¹) |
| --- | --- |
| 1 | 98.101 |
| 2 | 285.672 |
| 3 | 349.174 |